Record 1
# C24H28ClN4O2Pt

A molecular structure, C24H28ClN4O2Pt (ωB97M-V/def2-TZVPD, OMol25).

Last column: natural (NBO) charge in e.
Cartesian coordinates (Å):
Pt: 0.000 0.000 0.000  1.095
Cl: -0.809 0.974 8.560  0.034
O: 1.355 -1.631 2.752  -0.668
O: 0.000 0.000 1.957  -0.752
N: 0.582 1.795 0.758  -0.607
N: 1.644 0.123 -1.226  -0.860
N: -1.645 -1.195 0.000  -0.581
N: -1.258 1.068 -1.226  -0.837
C: -1.704 -2.443 -0.157  0.195
C: -3.329 -4.165 -0.943  -0.207
C: 0.208 -0.250 4.316  -0.175
C: -0.422 0.509 6.946  -0.025
C: -0.447 -3.183 -0.411  -0.102
C: 0.456 -0.549 6.724  -0.234
C: -5.230 -3.294 0.908  -0.208
C: -3.026 -3.106 -0.079  -0.029
C: -0.991 1.193 5.875  -0.243
C: 0.542 -2.634 -1.237  -0.310
C: -5.525 -4.355 0.051  -0.190
C: 1.927 -4.583 -0.878  -0.185
C: -4.576 -4.789 -0.874  -0.209
C: -0.401 2.781 0.299  -0.251
C: 0.548 -0.660 2.895  0.781
C: 1.939 2.046 0.262  -0.250
C: -0.676 0.814 4.567  -0.171
C: 0.768 -0.925 5.415  -0.138
C: 0.949 -5.128 -0.047  -0.182
C: 1.725 -3.337 -1.472  -0.195
C: -3.985 -2.667 0.842  -0.188
C: -0.946 2.486 -1.106  -0.246
C: 2.192 1.470 -1.139  -0.241
C: -0.237 -4.430 0.189  -0.112
H: -1.247 2.737 0.997  0.227
H: -1.117 1.345 3.724  0.208
H: 2.490 -2.911 -2.116  0.215
H: 1.454 -1.751 5.233  0.247
H: -0.012 3.804 0.358  0.219
H: 2.352 -0.535 -0.827  0.424
H: 3.267 1.448 -1.348  0.226
H: 0.593 1.779 1.805  0.461
H: 2.198 3.111 0.298  0.218
H: -3.769 -1.844 1.519  0.228
H: -5.972 -2.954 1.626  0.224
H: -1.847 3.082 -1.292  0.228
H: 0.903 -1.087 7.554  0.237
H: 2.629 1.544 0.953  0.231
H: 0.396 -1.666 -1.710  0.222
H: -2.608 -4.504 -1.683  0.217
H: 1.112 -6.095 0.422  0.234
H: -4.810 -5.610 -1.547  0.224
H: 1.434 -0.147 -2.213  0.407
H: -0.224 2.775 -1.871  0.201
H: 1.743 2.104 -1.907  0.202
H: 2.851 -5.127 -1.060  0.232
H: -2.221 0.921 -0.845  0.437
H: -6.496 -4.840 0.102  0.225
H: -1.225 0.747 -2.220  0.414
H: -1.676 2.018 6.041  0.231
H: -0.982 -4.860 0.854  0.233
H: 0.531 -1.634 0.000  0.222

Properties
Highest occupied orbital energy (eV): -10.61
LUMO energy (Ha): -0.11044
Charge: +1
Orbital gap (Eh): 0.2795

---

Record 2
# C24H28EuNO3

A molecular structure, C24H28EuNO3 (ωB97M-V/def2-TZVPD, OMol25).

Last column: Mulliken spin population.
Cartesian coordinates (Å):
Eu: 0.039 -0.028 1.387  6.784
O: -1.971 2.175 1.473  0.002
O: -0.064 0.414 -0.743  0.069
O: -1.689 1.926 3.722  0.000
N: -1.112 1.311 -2.462  0.004
C: -1.146 0.520 -1.408  0.030
C: 1.320 1.802 -2.954  0.001
C: 1.690 1.223 2.739  0.013
C: -1.987 -1.355 1.932  0.011
C: -1.521 -1.912 0.674  -0.003
C: -0.964 1.190 4.871  0.001
C: 1.963 1.525 1.347  -0.011
C: -1.424 1.677 2.465  0.009
C: -0.271 -2.598 0.899  0.012
C: 2.093 -0.147 2.990  0.000
C: -0.058 2.349 -2.650  -0.001
C: 2.501 0.320 0.739  -0.001
C: -1.024 -1.731 2.939  0.001
C: -2.237 -1.711 -0.661  -0.005
C: -3.628 -2.329 -0.482  0.002
C: -2.424 -0.180 -0.992  0.022
C: 1.445 0.682 -3.785  0.002
C: 2.716 0.181 -4.101  0.000
C: 0.023 -2.492 2.301  0.011
C: 3.739 1.953 -2.792  -0.001
C: -1.468 -2.402 -1.805  -0.005
C: 2.590 -0.698 1.754  0.005
C: 2.469 2.455 -2.475  0.000
C: 3.868 0.816 -3.606  0.000
H: 0.398 -2.998 0.099  0.005
H: 1.948 -0.696 3.954  0.006
H: 4.862 0.428 -3.863  0.000
H: -0.436 2.915 -3.509  -0.001
H: 0.962 -2.833 2.785  0.008
H: -3.523 -3.320 -0.021  0.000
H: 1.598 2.440 0.804  0.006
H: 1.171 1.896 3.462  0.007
H: -1.783 0.694 5.403  0.000
H: -1.049 -1.379 3.992  -0.001
H: -0.183 0.465 4.541  0.003
H: -4.103 -2.438 -1.461  0.000
H: 2.795 -0.703 -4.740  0.000
H: -0.031 3.006 -1.766  0.001
H: -3.129 -0.097 -1.840  0.000
H: 2.896 -1.757 1.581  0.006
H: -2.879 -0.692 2.059  0.003
H: -2.879 0.358 -0.128  -0.005
H: 2.365 3.345 -1.839  0.001
H: -0.408 -2.096 -1.828  0.003
H: 0.538 0.197 -4.173  0.000
H: 4.631 2.463 -2.409  0.000
H: -1.655 0.994 -3.257  0.000
H: -4.258 -1.698 0.161  0.000
H: -0.537 2.017 5.449  0.000
H: -1.946 -2.132 -2.758  0.000
H: 2.703 0.176 -0.350  0.007
H: -1.535 -3.490 -1.663  0.000

Properties
Highest occupied orbital energy (alpha / beta) (eV): -1.93 / -2.65
LUMO energy (alpha / beta) (Ha): 0.09343 / 0.09324
ΔE to the lowest compared entry with this formula, charge and spin (kcal/mol): 111.0
Charge: -1
2S+1: 8
Orbital gap (alpha / beta) (Eh): 0.1643 / 0.1907

---

Record 3
# C24H28N2O2S

C24H28N2O2S in the gas phase (ωB97M-V/def2-TZVPD, OMol25).

Last column: natural (NBO) charge in e.
Cartesian coordinates (Å):
S: 1.982 8.053 1.499  0.503
O: 1.111 -2.931 -0.058  -0.720
O: 0.290 5.753 1.062  -0.575
N: 0.466 -0.137 -1.203  -0.343
N: -2.532 -2.639 0.080  -0.477
C: -3.841 -4.802 -0.349  -0.423
C: -3.835 -5.166 1.139  -0.401
C: -0.313 -1.341 -1.261  -0.250
C: 2.464 6.544 0.787  -0.322
C: -1.230 -3.264 0.085  -0.238
C: 1.775 0.011 -1.594  0.119
C: -2.979 -2.075 1.335  -0.205
C: 0.905 3.268 -0.075  -0.064
C: 3.794 6.560 0.451  -0.198
C: -3.554 -3.324 -0.679  -0.206
C: 3.899 -0.480 -2.524  -0.211
C: 1.070 1.962 -0.626  -0.195
C: 4.423 7.777 0.762  -0.275
C: 3.495 1.710 -1.580  -0.195
C: -4.392 -4.090 2.071  -0.406
C: 2.196 1.323 -1.257  -0.012
C: 0.060 1.018 -0.626  0.059
C: 1.424 5.522 0.662  0.509
C: -0.103 -2.222 -0.013  0.104
C: 3.568 8.672 1.331  -0.394
C: 2.618 -0.895 -2.226  -0.254
C: 1.813 4.253 0.051  -0.348
C: 4.328 0.808 -2.205  -0.231
C: -3.341 -3.052 2.462  -0.418
H: -4.419 -6.082 1.259  0.211
H: -4.744 -4.574 2.986  0.212
H: -0.124 -1.568 0.874  0.159
H: 5.463 7.979 0.574  0.224
H: -2.194 -1.405 1.698  0.192
H: -0.939 1.115 -0.244  0.217
H: 2.288 -1.891 -2.480  0.223
H: -3.111 -5.436 -0.856  0.202
H: 5.337 1.101 -2.457  0.213
H: 3.786 9.669 1.662  0.235
H: -1.144 -3.914 -0.787  0.207
H: -2.815 -5.399 1.453  0.195
H: -4.472 -2.744 -0.558  0.195
H: -2.442 -3.569 2.805  0.194
H: -3.274 -3.268 -1.738  0.193
H: 1.843 -2.304 -0.105  0.480
H: 4.579 -1.160 -3.014  0.215
H: -3.714 -2.458 3.301  0.211
H: 3.852 2.701 -1.354  0.208
H: -1.373 -1.085 -1.311  0.241
H: -4.820 -5.035 -0.775  0.207
H: 2.830 4.143 -0.278  0.195
H: -3.855 -1.459 1.110  0.192
H: -0.090 3.483 0.301  0.225
H: -5.252 -3.600 1.610  0.194
H: -0.037 -1.912 -2.151  0.215
H: -1.035 -3.877 0.975  0.192
H: 4.313 5.734 -0.002  0.220

Properties
Highest occupied orbital energy (eV): -7.81
LUMO energy (Ha): -0.00451
ΔE to the lowest compared entry with this formula, charge and spin (kcal/mol): 63.6
Orbital gap (Eh): 0.2827

---

Record 4
# C24H28N2O3

C24H28N2O3 in the gas phase (ωB97M-V/def2-TZVPD, OMol25).

Last column: natural (NBO) charge in e.
Cartesian coordinates (Å):
O: 3.431 0.819 -2.784  -0.486
O: 1.247 0.695 -4.159  -0.495
O: -2.118 2.653 2.040  -0.585
N: -2.543 0.071 -0.828  -0.618
N: -0.930 -1.780 0.811  -0.565
C: -0.221 0.911 -0.773  -0.054
C: 0.417 0.631 4.079  -0.610
C: -1.587 0.910 -0.105  -0.095
C: -0.961 -0.031 4.123  -0.030
C: -1.212 -0.562 5.537  -0.596
C: 2.280 0.879 -2.057  0.246
C: -2.117 -1.160 -1.286  0.228
C: -0.899 -3.227 -1.057  -0.210
C: -2.132 -2.823 -3.058  -0.214
C: -1.034 -1.195 3.127  -0.439
C: -1.309 -2.010 -0.511  0.091
C: -1.183 -0.774 1.690  0.321
C: -1.896 1.487 2.326  0.571
C: 4.896 2.532 -1.830  -0.639
C: -1.293 -3.635 -2.315  -0.236
C: -0.134 0.837 -2.163  -0.309
C: -2.522 -1.602 -2.548  -0.270
C: 4.668 1.057 -2.149  -0.059
C: 0.103 0.506 -4.952  -0.252
C: 1.087 0.802 -2.809  0.335
C: 2.186 0.984 -0.681  -0.309
C: 0.951 0.992 -0.049  -0.165
C: -2.040 0.985 3.751  -0.500
C: -1.534 0.490 1.340  -0.257
H: -1.156 0.248 6.260  0.214
H: -0.559 1.379 -4.924  0.170
H: 4.146 2.899 -1.134  0.214
H: -2.019 1.843 4.424  0.231
H: 5.412 0.717 -2.875  0.192
H: -2.470 -3.132 -4.036  0.214
H: -0.466 -1.308 5.803  0.207
H: -3.027 0.519 3.832  0.225
H: 5.881 2.667 -1.393  0.212
H: -0.264 -3.872 -0.464  0.201
H: -1.038 0.808 -2.749  0.215
H: 4.767 0.444 -1.243  0.165
H: 0.463 1.450 4.793  0.215
H: 0.918 1.073 1.026  0.202
H: 0.470 0.370 -5.968  0.199
H: 3.074 1.051 -0.072  0.214
H: -2.197 -1.018 5.613  0.207
H: -0.144 -1.823 3.233  0.212
H: -3.167 -0.958 -3.132  0.206
H: 1.197 -0.085 4.328  0.206
H: 4.830 3.118 -2.743  0.216
H: -3.079 0.576 -1.520  0.379
H: 0.618 1.037 3.091  0.212
H: -1.901 -1.818 3.376  0.226
H: -0.457 -0.385 -4.645  0.181
H: -1.980 1.935 -0.111  0.257
H: -0.957 -4.583 -2.705  0.215
H: -0.495 -2.595 1.224  0.394

Properties
Highest occupied orbital energy (eV): -7.40
LUMO energy (Ha): 0.02096
ΔE to the lowest compared entry with this formula, charge and spin (kcal/mol): 35.8
Orbital gap (Eh): 0.2931

---

Going through the records in order, we get F_max values of 5.421, 4.639, 0.806, 0.789 eV/A.